89
Properties=species:S:1:pos:R:3:forces:R:3:mulliken_charge:R:1 method="wB97M-V/def2-TZVPD" multiplicity=1 gap_ev=8.88 lumo_ev=-0.7 e_tot_ev=-139885.0395 smiles="C[C@H](O)C[Si@@H](CCCF)CCCBr.O=[N+]([O-])c1ccccc1.O=[N+]([O-])c1ccccc1.O=[N+]([O-])c1ccccc1.O=[N+]([O-])c1ccccc1"
C -1.1512 3.7985 -2.7677 -0.1037 -0.1470 0.3229 -1.692
C -1.0292 2.3893 -2.2199 0.0195 0.8289 -0.1068 0.484
O -2.3418 1.8443 -2.2272 -0.0970 -0.7285 -0.2325 -0.624
C -0.4844 2.4434 -0.7979 0.1399 -1.3569 -0.2146 -0.233
Si 0.1377 0.7815 -0.1507 0.0266 0.5931 0.0432 -0.356
C 1.9042 0.4927 -0.7595 -0.2838 -0.2357 0.0273 -0.729
C 1.9555 -0.2826 -2.0761 -0.1791 0.1096 0.4733 -0.328
C 3.3173 -0.2731 -2.6865 0.2961 -0.2575 0.0675 -0.610
F 3.5153 0.8971 -3.4155 0.1297 0.1410 -0.1085 -0.213
C 0.0100 0.8217 1.7347 0.7595 -0.4352 -0.3352 -0.704
C 0.1456 -0.5176 2.4731 -0.6494 0.5272 0.0916 -0.798
C -0.5322 -1.6993 1.8376 0.1212 -0.2892 0.4773 -0.630
Br -2.4440 -1.4127 1.5925 0.0420 -0.0090 -0.1298 -0.184
H -0.1746 4.2420 -2.8967 0.3274 0.1130 -0.1992 0.394
H -1.6714 4.3957 -2.0308 -0.2896 0.2582 0.1409 0.311
H -1.7122 3.8049 -3.6907 -0.0503 0.0512 -0.3368 0.407
H -0.3755 1.8399 -2.8966 0.0848 -0.3580 -0.0847 0.058
H -2.2821 0.8861 -2.3534 -0.0525 0.3196 0.1914 0.338
H -1.3181 2.7166 -0.1701 -0.1754 0.4145 0.2032 0.036
H 0.3015 3.1838 -0.7248 0.1661 0.2651 0.1777 0.607
H -0.6885 -0.3180 -0.7127 -0.0358 -0.0210 -0.0688 -0.212
H 2.4866 -0.0443 -0.0150 0.1516 -0.0887 0.2121 0.605
H 2.3975 1.4467 -0.9216 0.0429 0.3355 0.1332 0.556
H 1.6808 -1.3207 -1.9148 -0.2507 -0.1851 0.0413 0.278
H 1.2443 0.1575 -2.7668 -0.1375 -0.1293 -0.4082 0.155
H 3.4865 -1.1269 -3.3321 -0.0278 -0.0199 -0.4493 0.335
H 4.0739 -0.3067 -1.9099 0.2520 0.0772 0.1647 0.296
H 0.8372 1.4452 2.0659 0.1870 0.2994 0.0537 0.441
H -0.8781 1.3546 2.0381 -0.5032 0.0414 -0.0288 0.527
H 1.1845 -0.7685 2.6485 0.3586 -0.1577 -0.1747 0.350
H -0.2982 -0.4027 3.4555 -0.0038 0.0472 0.3778 0.382
H -0.0784 -2.0252 0.9201 -0.1278 0.1233 -0.6208 0.265
H -0.4674 -2.5377 2.5102 -0.0888 -0.3586 0.2223 0.490
O 3.2982 -4.0341 2.3751 -0.2126 -0.0433 -0.0995 -0.620
N 2.2448 -4.4642 1.9439 0.0895 0.1300 -0.0654 1.061
O 1.5808 -3.9200 1.0771 0.1589 -0.0831 0.1466 -0.588
C 1.7333 -5.7220 2.5094 -0.0807 -0.1357 0.0625 -0.105
C 2.4495 -6.3448 3.5159 0.1821 -0.0168 0.1438 -0.555
C 1.9567 -7.5206 4.0563 -0.1034 -0.0350 -0.0498 -0.390
C 0.7640 -8.0570 3.5871 0.0346 0.0470 0.0093 -0.613
C 0.0616 -7.4210 2.5724 0.1165 -0.0605 0.1781 -0.143
C 0.5470 -6.2442 2.0269 -0.1768 0.0499 -0.1467 -0.234
H 3.3764 -5.9243 3.8761 -0.0130 0.0958 -0.0731 0.460
H 2.5030 -8.0183 4.8455 0.0201 0.0097 0.0012 0.373
H 0.3802 -8.9741 4.0141 0.0011 -0.0073 -0.0064 0.402
H -0.8601 -7.8417 2.2035 -0.0212 -0.0335 -0.0628 0.338
H 0.0023 -5.7489 1.2370 0.0630 0.0578 -0.0165 0.622
O 0.0096 4.9949 1.3422 -0.2295 -0.0250 0.0467 -0.601
N -1.1105 4.8730 1.8040 -0.0204 -0.0879 -0.1475 1.081
O -2.0658 4.4126 1.2043 0.2030 0.2202 0.1819 -0.589
C -1.3275 5.3151 3.1903 -0.0188 0.0457 0.1628 0.065
C -0.2740 5.8730 3.8905 0.2102 0.0690 0.0258 -0.306
C -0.4875 6.3022 5.1899 -0.1044 -0.0197 0.0338 -0.480
C -1.7414 6.1670 5.7704 -0.0005 -0.0003 0.0009 -0.416
C -2.7854 5.5977 5.0539 0.0973 0.0440 0.0440 -0.518
C -2.5816 5.1677 3.7532 -0.2224 -0.0627 0.0004 -0.260
H 0.6990 5.9753 3.4341 -0.0433 -0.0419 -0.1097 0.450
H 0.3249 6.7447 5.7493 0.0179 -0.0012 -0.0105 0.374
H -1.9057 6.5073 6.7843 0.0016 -0.0053 0.0051 0.377
H -3.7606 5.4908 5.5081 -0.0138 -0.0098 -0.0139 0.373
H -3.3902 4.7261 3.1904 0.0730 -0.0096 -0.1028 0.453
O 6.2016 7.2787 -6.0845 -0.2209 -0.0400 -0.1153 -0.603
N 5.1414 6.9525 -6.5874 0.1073 0.1603 -0.0916 1.001
O 4.5653 7.5789 -7.4584 0.1388 -0.1094 0.1798 -0.608
C 4.5118 5.7119 -6.1083 -0.0690 -0.1225 0.0685 -0.010
C 5.1243 4.9935 -5.0977 0.1457 -0.0482 0.1479 -0.381
C 4.5198 3.8348 -4.6382 -0.0633 -0.0067 -0.0364 -0.357
C 3.3204 3.4081 -5.1910 -0.0619 0.0932 -0.0898 -0.339
C 2.7238 4.1396 -6.2101 0.0977 -0.0141 0.0919 -0.568
C 3.3196 5.3009 -6.6748 -0.1873 0.0088 -0.1432 -0.300
H 6.0577 5.3290 -4.6713 -0.0016 0.1052 -0.0708 0.441
H 4.9819 3.2624 -3.8461 0.0023 -0.0148 0.0017 0.404
H 2.8521 2.5081 -4.8262 -0.0085 -0.0634 0.0247 0.462
H 1.7902 3.8060 -6.6418 -0.0085 0.0140 -0.0141 0.400
H 2.8585 5.8739 -7.4651 0.0899 0.0891 0.0087 0.452
O -2.0578 -7.1628 0.2305 -0.2415 -0.1150 0.0795 -0.611
N -3.1408 -7.5178 0.6672 0.1240 -0.0703 -0.0185 1.029
O -3.3617 -8.6132 1.1497 0.0785 0.2184 -0.0621 -0.604
C -4.2465 -6.5516 0.6090 -0.1211 0.0888 -0.0228 0.230
C -4.0111 -5.3059 0.0599 0.1874 0.1681 -0.0955 -0.363
C -5.0494 -4.3945 -0.0029 -0.1328 0.0508 0.0145 -0.485
C -6.3057 -4.7341 0.4793 0.0215 -0.0663 0.0245 -0.488
C -6.5236 -5.9906 1.0316 0.0581 0.1034 -0.0414 -0.405
C -5.4887 -6.9093 1.1010 -0.1561 -0.1487 0.0877 -0.428
H -3.0326 -5.0411 -0.3112 0.0404 -0.0952 0.0209 0.472
H -4.8737 -3.4160 -0.4279 0.0151 0.0101 0.0116 0.440
H -7.1155 -4.0186 0.4284 -0.0030 0.0009 -0.0008 0.384
H -7.5009 -6.2544 1.4111 -0.0005 -0.0227 0.0072 0.373
H -5.6528 -7.8861 1.5309 0.1124 -0.0327 -0.0273 0.448

***

85
Properties=species:S:1:pos:R:3:forces:R:3:mulliken_charge:R:1 method="wB97M-V/def2-TZVPD" multiplicity=1 gap_ev="5.76 / 5.80" de_lowest_kcal_mol=29.66 lumo_ev="-1.3 / -1.3" e_tot_ev=-141836.4474
In -0.1866 -0.9576 -0.9928 -0.2006 0.7648 -0.3318 1.682
C 0.7096 -0.5796 -6.8100 0.0116 0.0892 -0.0077 -0.576
C 0.9122 0.2875 -5.7479 -0.0053 0.0010 -0.1364 -0.720
C 0.9200 -0.1830 -4.4475 0.0677 -0.1806 0.2019 -0.062
C 0.7366 -1.5424 -4.1901 -0.0054 0.3155 -0.8378 -0.313
C 0.5084 -2.4083 -5.2661 -0.0728 0.0955 0.1326 -0.228
C 0.4922 -1.9244 -6.5596 0.0849 -0.0555 -0.0569 -0.664
N 0.7049 -2.0151 -2.8887 -0.5773 0.2710 1.3532 0.020
C 1.4397 -3.0386 -2.5042 -0.3009 -0.0478 0.2214 0.695
C 2.4894 -3.6116 -3.2818 0.2857 -0.1082 -0.2185 -0.531
C 3.1236 -4.7483 -2.8876 -0.1750 0.3410 -0.1743 -0.671
C 2.7743 -5.4064 -1.6855 -0.2071 -0.1757 0.3983 -0.791
C 1.8211 -4.8679 -0.8769 0.1628 -0.1585 0.0460 -0.614
C 1.1596 -3.6671 -1.2326 0.7869 -0.4836 -0.4550 0.348
N 0.2268 -3.0985 -0.4739 -0.9074 0.3418 0.8771 0.871
N -0.2859 -3.6893 0.5349 1.5140 -0.8016 -0.8364 -1.363
C -1.3389 -3.0586 1.1258 -1.3014 0.5858 0.5109 -0.057
C -1.8810 -3.6138 2.2971 0.1069 0.1420 -0.4186 -0.288
C -3.0099 -3.0410 2.8330 -0.0589 0.1425 -0.1616 -0.212
C -3.5854 -1.9436 2.1969 0.0402 -0.0149 0.0497 -0.928
C -2.9824 -1.4574 1.0507 -0.4161 0.1949 0.2319 -0.212
N -1.8937 -1.9957 0.5294 0.6303 -0.2602 -0.1483 -0.091
H 0.7311 -0.2089 -7.8229 -0.0613 0.0379 -0.1125 0.383
H 1.0771 1.3363 -5.9450 0.0227 0.1211 0.0497 0.442
H 1.1054 0.4745 -3.6096 0.0346 0.1169 0.0516 0.547
H 0.3309 -3.4597 -5.0809 -0.0040 -0.0166 0.0644 0.519
H 0.3205 -2.6087 -7.3769 -0.0306 -0.0557 -0.1014 0.384
H 2.7686 -3.1031 -4.1937 0.0496 -0.0715 -0.0091 0.544
H 3.9172 -5.1543 -3.4988 0.0564 -0.0010 -0.0563 0.411
H 3.2822 -6.3210 -1.4172 0.0141 -0.0082 0.1072 0.385
H 1.5518 -5.3001 0.0750 0.0476 -0.1368 0.0238 0.461
H -1.3948 -4.4591 2.7535 0.0964 -0.1078 0.0067 0.490
H -3.4487 -3.4295 3.7395 0.0048 -0.0713 0.0737 0.406
H -4.4808 -1.4818 2.5874 -0.0246 0.0306 -0.0563 0.470
H -3.4055 -0.6185 0.5093 0.0252 0.0707 0.0413 0.388
Br 3.9392 2.1198 -1.8165 0.3449 0.3118 -0.0586 -0.166
C 2.8457 2.8423 -0.4551 0.0298 0.0257 -0.0624 0.231
C 2.9078 4.2088 -0.2224 0.0808 -0.1280 -0.1078 -0.469
C 2.1022 4.7776 0.7471 -0.1001 -0.0079 0.1223 -0.722
C 1.2549 3.9780 1.5005 -0.0341 0.0628 -0.0264 -0.845
C 1.1963 2.6178 1.2592 0.0177 0.0841 -0.0219 -0.304
C 1.9884 2.0307 0.2780 0.0204 0.1086 -0.0233 0.713
C 1.6829 0.6140 -0.0976 0.6929 0.6536 0.2398 0.282
O 1.7938 0.3043 -1.3001 -0.4901 -0.5524 -0.5611 -0.424
O 1.1816 -0.1439 0.7592 -0.6870 -0.5629 0.3612 -0.674
H 3.5666 4.8160 -0.8230 0.0748 0.0590 -0.0203 0.427
H 2.1177 5.8478 0.9005 0.0676 0.0371 0.0256 0.397
H 0.6192 4.4159 2.2578 -0.0354 0.0497 0.0210 0.479
H 0.4999 1.9953 1.8018 -0.0026 -0.1116 0.0461 0.498
C -2.0904 0.7625 6.0143 0.2509 0.0906 -0.1144 -1.285
C -1.1255 1.5814 5.1570 -0.1433 0.1912 0.2227 -0.420
N -0.7084 0.8468 3.9661 -0.0661 0.1756 -0.3349 0.045
C 0.3589 -0.0264 4.0440 0.2810 -0.1666 0.0587 -0.101
S 0.1551 -1.6470 3.8077 -0.0725 -0.5157 -0.1256 -0.312
N 1.5773 0.4672 4.3351 -0.1062 -0.0317 -0.0289 0.035
C 2.0240 1.8378 4.2389 0.1921 0.3505 0.1807 -0.157
C 2.7767 2.2577 5.4960 -0.1877 -0.0182 -0.1943 -1.449
H -2.3052 1.2716 6.9515 -0.0600 0.0590 0.0479 0.402
H -1.6487 -0.2072 6.2366 -0.0080 -0.0839 0.0405 0.326
H -3.0266 0.6013 5.4828 -0.1007 -0.0417 -0.0176 0.327
H -0.2410 1.8290 5.7450 -0.0310 0.1015 -0.0867 0.297
H -1.6040 2.5101 4.8270 0.1355 -0.0064 0.1686 0.316
H -1.5051 0.3769 3.5435 0.3082 -0.0877 0.1111 0.145
H 2.3150 -0.2252 4.3147 -0.2934 -0.0573 0.0516 0.293
H 1.1582 2.4788 4.0837 0.0633 -0.0398 -0.0842 0.229
H 2.6822 1.9388 3.3679 -0.1667 0.0439 0.0643 0.338
H 2.1469 2.1346 6.3736 -0.0365 0.0114 0.1321 0.313
H 3.0749 3.2998 5.4192 0.0898 0.1067 0.0265 0.398
H 3.6688 1.6508 5.6281 0.1153 -0.0472 0.0527 0.359
C -1.7177 3.1089 -2.9495 -0.3847 -0.6144 0.1610 -1.156
Si -2.4787 1.5406 -2.1560 0.2815 0.2051 0.2850 0.122
C -2.6516 0.1339 -3.4309 -0.0244 0.5873 0.4645 -0.924
C -4.1540 2.0330 -1.3590 0.5817 -0.2522 -0.3992 -1.194
C -1.2696 1.0001 -0.8014 -0.0559 -0.9666 -0.8174 -0.501
H -2.4238 3.6223 -3.5947 -0.1633 0.0693 -0.1675 0.381
H -0.8431 2.8661 -3.5460 0.1772 -0.1267 -0.1038 0.279
H -1.4000 3.8149 -2.1862 -0.0019 0.0410 0.2075 0.355
H -3.2829 0.4094 -4.2677 -0.1638 0.0468 -0.2288 0.494
H -3.0655 -0.7666 -2.9813 -0.1092 -0.1050 0.1450 0.278
H -1.6685 -0.1199 -3.8245 0.1229 0.0292 -0.0741 0.127
H -4.7970 2.5259 -2.0806 -0.1418 0.0819 -0.2134 0.369
H -4.0037 2.7295 -0.5388 0.1594 0.1229 0.1295 0.359
H -4.7055 1.1840 -0.9662 -0.0530 -0.2439 0.0544 0.350
H -1.7024 0.9677 0.1943 -0.0792 -0.0297 0.1566 0.229
H -0.4250 1.6810 -0.7760 0.0168 0.1848 -0.0268 -0.211

***

What is the multiplicity in the first record?
1